Entry 1:
Computed, not measured: a molecular structure, C4H26MgO13Pt in a non-equilibrium geometry, with ωB97M-V/def2-TZVPD.

Each line ends with the natural charge from an NBO analysis.
Geometry (Å):
Pt  -8.081730  5.496960  -22.371540  1.14
Mg  -5.826880  2.935360  -21.073480  0.94
O  -7.257200  3.376440  -22.505020  -1.08
C  -7.281990  2.173410  -23.299050  -0.10
C  -6.243230  0.985470  -22.952010  -0.11
O  -5.184250  1.196320  -21.989140  -1.08
H  -7.142800  2.442410  -24.346120  0.17
H  -8.242370  1.658070  -23.284840  0.13
H  -5.846010  0.625910  -23.901240  0.18
H  -6.863990  0.153300  -22.619970  0.10
O  -6.107150  6.339430  -23.246960  -0.87
C  -6.503390  6.665560  -24.609340  -0.10
C  -7.676560  5.982360  -25.391800  -0.10
O  -8.875610  5.728580  -24.571910  -0.83
H  -5.623130  6.498690  -25.230130  0.13
H  -6.574410  7.741840  -24.766470  0.13
H  -7.367070  5.020050  -25.799590  0.13
H  -7.887250  6.649440  -26.227690  0.16
O  -5.544800  -1.357440  -20.580640  -0.96
H  -5.453670  -0.417920  -20.739440  0.50
H  -5.890750  -1.417890  -19.690190  0.45
O  -2.443070  0.092750  -20.338820  -0.93
H  -3.338810  0.281160  -20.058850  0.48
H  -2.042060  -0.340010  -19.585070  0.45
O  -10.896280  2.019660  -22.655390  -0.95
H  -10.608730  1.172400  -22.315250  0.50
H  -11.811940  2.088530  -22.385110  0.47
O  -10.590790  -0.848010  -23.461840  -0.93
H  -11.138730  -1.085520  -22.713800  0.46
H  -9.697470  -0.859450  -23.118210  0.47
O  -9.892550  3.249010  -25.114160  -0.98
H  -9.651410  4.173770  -25.168030  0.50
H  -10.198800  3.132860  -24.214740  0.46
O  -8.892810  0.902380  -20.538910  -0.96
H  -8.325310  1.423420  -19.970850  0.48
H  -8.345300  0.688940  -21.294500  0.48
O  -4.474700  3.803500  -24.676620  -0.97
H  -4.567080  4.433180  -23.961630  0.51
H  -5.162120  4.043410  -25.298010  0.47
O  -9.992720  4.575050  -21.997320  -0.95
H  -10.209970  3.674640  -22.238760  0.52
H  -10.835810  4.977900  -21.789610  0.49
O  -3.773440  1.512200  -25.847300  -0.96
H  -3.251680  1.787440  -26.601110  0.45
H  -4.160360  2.322060  -25.514660  0.49

Forces on the atoms, in the same order (eV/Å):
1.94 -0.14 -3.41
-0.05 -0.65 -1.23
0.88 -1.27 1.16
0.54 0.29 -0.37
0.55 0.69 0.86
-1.95 1.23 0.02
0.13 0.13 -0.05
-0.53 0.34 0.19
0.32 0.26 -0.17
-0.26 -0.41 0.37
-3.03 -0.78 -0.67
0.89 -0.06 0.27
-0.80 -0.51 2.55
1.96 0.91 0.10
0.44 -0.53 -0.29
-0.68 0.49 0.65
0.22 -0.27 -0.07
-0.32 0.10 -0.10
-0.11 -0.77 0.34
0.21 1.00 -0.80
-0.13 -0.09 0.20
0.40 0.09 -0.02
-0.39 0.04 -0.24
0.09 -0.13 0.16
-0.27 0.66 0.08
0.40 -0.24 0.05
-0.32 -0.03 -0.06
-0.19 0.16 -0.05
-0.15 -0.24 0.19
0.43 -0.12 -0.02
-0.47 -0.93 -0.48
0.50 0.98 0.29
0.02 -0.21 -0.02
-0.63 -0.35 0.07
0.19 0.27 0.15
0.46 0.00 -0.28
0.19 -0.02 -0.33
-0.31 0.38 0.42
-0.41 0.32 0.00
-0.49 0.61 0.77
0.39 -1.17 -0.20
0.04 0.49 0.01
0.09 -0.82 -0.55
0.13 0.01 -0.13
0.08 0.30 0.64

Output
LUMO level (alpha / beta)	0.067 / 0.059	Eh
HOMO level (alpha / beta)	-3.0 / -5.4	eV
total charge	-1
2S+1	4

=====

Entry 2:
Computed, not measured: a molecular structure, C21H28N6ORuS in a non-equilibrium geometry, with ωB97M-V/def2-TZVPD.

Each line ends with the natural charge from an NBO analysis.
Geometry (Å):
Ru  0.228510  -0.659140  0.050530  1.21
C  -0.022102  2.106910  1.823316  -0.27
N  -0.978521  1.081462  1.389655  -0.34
C  -1.677160  0.489926  2.538215  -0.27
C  -2.148698  -0.911297  2.246795  0.20
C  -3.231299  -1.491429  2.899834  -0.21
C  -3.534282  -2.819243  2.639704  -0.09
C  -2.752554  -3.531180  1.740122  -0.22
C  -1.694507  -2.881734  1.127209  0.06
N  -1.412370  -1.604864  1.375895  -0.46
C  -1.964128  1.604573  0.428382  -0.28
C  -1.385935  1.928604  -0.927484  0.19
C  -1.731815  3.089427  -1.612295  -0.21
C  -1.187943  3.322322  -2.867173  -0.10
C  -0.292127  2.406533  -3.397440  -0.22
C  0.003132  1.274877  -2.653881  0.06
N  -0.550850  1.039711  -1.469326  -0.47
C  1.136126  2.303355  0.879356  0.21
C  1.749342  3.544724  0.744123  -0.21
C  2.882456  3.654732  -0.046098  -0.09
C  3.365826  2.523887  -0.691146  -0.22
C  2.689907  1.327491  -0.519944  0.05
N  1.619252  1.223560  0.263634  -0.46
H  0.419653  1.795123  2.778753  0.25
H  -0.533522  3.063343  1.990819  0.24
H  -2.517691  1.117157  2.862398  0.25
H  -0.985931  0.424025  3.385978  0.25
H  -3.810703  -0.918713  3.606866  0.26
H  -4.362802  -3.298690  3.139601  0.27
H  -2.953251  -4.567291  1.521517  0.27
H  -1.048015  -3.396438  0.420353  0.22
H  -2.443057  2.506064  0.836799  0.24
H  -2.741623  0.839107  0.299018  0.24
H  -2.424624  3.793864  -1.179631  0.26
H  -1.446377  4.215028  -3.418227  0.27
H  0.171837  2.566057  -4.357532  0.27
H  0.707630  0.536746  -3.018390  0.23
H  1.350872  4.398164  1.270628  0.26
H  3.388317  4.604088  -0.145723  0.27
H  4.246494  2.566074  -1.311270  0.27
H  3.035511  0.419007  -1.005416  0.22
C  2.846813  -2.980024  0.133984  -0.74
S  2.129323  -1.951581  1.433101  0.31
C  3.583047  -1.560480  2.432829  -0.71
H  3.823650  -2.603005  -0.160380  0.25
H  2.164206  -2.977735  -0.715134  0.25
H  2.945733  -3.992423  0.526235  0.27
H  4.322201  -2.348968  2.307137  0.28
H  3.271625  -1.503239  3.473334  0.26
H  3.994521  -0.602049  2.122401  0.24
N  -1.773366  -1.889850  -2.787473  -0.79
C  -0.487915  -2.273284  -2.794270  0.80
N  -0.023476  -2.952998  -3.838623  -0.77
O  0.273450  -1.976747  -1.835244  -0.75
H  -2.416131  -2.135930  -3.524976  0.43
H  -2.142817  -1.426488  -1.968708  0.41
H  -0.611812  -3.257599  -4.599253  0.43
H  0.937970  -3.253522  -3.843483  0.44

Forces on the atoms, in the same order (eV/Å):
-0.89 4.16 0.73
0.54 0.35 0.17
1.21 -1.26 -0.83
-0.21 -0.52 0.56
-0.26 0.54 0.25
0.42 0.04 -0.27
0.09 -0.05 -0.04
0.15 0.20 -0.01
-0.25 -0.82 -0.08
1.55 0.04 -1.69
-0.37 0.05 -0.57
-0.28 0.54 0.03
0.07 -0.33 0.14
0.08 -0.04 -0.04
-0.07 -0.08 0.28
0.21 -0.08 -0.49
0.05 -1.52 1.33
-0.22 0.51 0.20
-0.11 -0.42 0.02
0.05 -0.12 0.01
-0.20 -0.08 0.09
0.72 0.02 -0.24
-0.82 -1.68 -0.43
-0.22 0.04 -0.12
0.04 -0.14 0.03
0.14 0.01 -0.11
-0.03 0.09 -0.16
-0.04 0.10 0.05
-0.08 -0.01 0.03
0.01 -0.10 -0.04
-0.13 0.05 0.11
0.05 -0.23 0.04
0.09 0.14 0.08
-0.05 0.07 0.10
-0.04 0.05 -0.02
0.05 -0.04 -0.08
-0.05 -0.05 -0.01
-0.04 0.09 0.03
0.01 0.06 -0.04
0.07 -0.03 -0.07
-0.05 0.09 0.04
0.00 -0.09 -0.07
-1.45 -1.11 -0.38
-0.07 1.19 0.03
-0.04 0.07 -0.06
0.09 -0.05 0.02
0.02 0.07 -0.04
-0.20 -0.13 -0.15
-0.03 -0.06 -0.05
0.21 -0.06 0.07
-0.23 0.05 0.10
-0.74 0.15 -0.18
0.17 -0.05 -0.01
0.95 0.47 1.85
0.03 0.00 0.07
0.10 -0.15 -0.29
0.01 0.05 0.07
-0.02 0.01 0.02

Output
LUMO level (alpha / beta)	-0.415 / -0.396	Eh
HOMO level (alpha / beta)	-17.7 / -17.7	eV
total charge	+3
2S+1	2

=====

Entry 3:
Computed, not measured: a molecular structure, C37H40CaN6O7P, with ωB97M-V/def2-TZVPD.

Each line ends with the Löwdin charge.
Geometry (Å):
Ca  -1.203849  -0.871600  0.642817  1.29
N  -3.038397  -0.631338  2.532458  -0.03
C  -4.090318  0.044407  1.788796  -0.19
C  -4.245790  -0.584683  0.424875  -0.46
O  -5.048883  0.077637  -0.409761  0.03
N  -3.629890  -1.658185  0.167360  0.04
C  -3.770293  -2.284667  -1.136699  -0.11
C  -2.418137  -2.458349  -1.846786  -0.67
O  -2.375958  -3.189862  -2.827339  0.01
O  -1.453180  -1.777527  -1.371550  -0.25
H  -3.216213  -1.631449  2.532325  0.08
H  -3.009563  -0.304843  3.492263  0.09
H  -3.822234  1.097245  1.654660  0.11
H  -5.079310  0.013106  2.272012  0.13
H  -4.427232  -1.717364  -1.803009  0.12
H  -4.206738  -3.275181  -0.998560  0.12
N  1.839242  -3.288409  0.330984  0.12
C  3.056175  -3.080276  -0.254693  -0.33
C  4.102502  -3.991954  -0.034898  -0.05
C  5.346784  -3.792013  -0.588131  -0.11
C  5.600607  -2.678192  -1.385062  -0.11
C  4.577766  -1.774079  -1.597077  -0.11
C  3.309914  -1.938074  -1.039200  -0.31
P  1.970203  -0.720318  -1.309853  1.13
C  2.814811  0.876380  -1.055708  -0.38
C  2.287709  2.014146  -1.668843  -0.11
C  2.838632  3.262030  -1.436457  -0.09
C  3.912021  3.401303  -0.566817  -0.10
C  4.423546  2.281431  0.069751  -0.09
C  3.879870  1.027764  -0.173956  -0.10
C  1.768941  -0.781974  -3.130034  -0.35
C  2.629034  -0.144242  -4.025515  -0.11
C  2.448763  -0.280421  -5.391163  -0.10
C  1.409798  -1.063218  -5.881070  -0.10
C  0.555236  -1.702582  -4.999659  -0.07
C  0.729055  -1.560315  -3.628271  -0.08
H  1.644885  -4.172564  0.768050  0.10
H  1.035203  -2.825509  -0.058568  0.03
H  3.911876  -4.863838  0.577076  0.10
H  6.129639  -4.516091  -0.400343  0.10
H  6.573463  -2.522902  -1.828302  0.09
H  4.761325  -0.898424  -2.207238  0.10
H  1.433098  1.925666  -2.327425  0.11
H  2.410360  4.129598  -1.920583  0.10
H  4.339071  4.377779  -0.380056  0.09
H  5.256441  2.376112  0.755382  0.10
H  4.298532  0.158007  0.318801  0.10
H  3.433051  0.479357  -3.654261  0.10
H  3.119321  0.225238  -6.074145  0.09
H  1.268735  -1.168296  -6.949590  0.09
H  -0.262422  -2.313638  -5.356374  0.11
H  0.037441  -2.047185  -2.953105  0.07
C  1.707858  1.012244  4.078336  0.00
C  0.904352  -0.236629  4.168339  -0.35
N  0.361649  -0.925138  3.180151  0.16
C  -0.188240  -2.044020  3.758310  -0.14
C  0.019536  -2.026868  5.109058  -0.09
N  0.708677  -0.865457  5.349055  0.17
C  -0.299176  -2.903672  6.254737  -0.51
O  -0.899990  -4.035045  5.983397  0.11
O  0.023337  -2.559262  7.374954  0.07
C  -0.902149  -3.087732  2.947767  -0.61
O  -1.443983  -4.029880  3.568648  0.03
O  -0.898520  -2.911521  1.716345  -0.13
H  1.409814  1.600430  3.219797  0.04
H  2.767347  0.771720  3.976803  0.09
H  1.581295  1.621272  4.974119  0.08
H  1.012985  -0.589529  6.269857  0.16
H  -1.043389  -4.132236  4.963492  0.05
C  -5.089334  2.775092  -2.107728  -0.10
N  -4.169870  2.509854  -1.006008  -0.29
C  -4.293601  3.535576  0.015671  -0.09
C  -2.792262  2.340548  -1.548143  -0.15
C  -1.665137  2.664252  -0.596273  -0.31
C  -1.223294  3.990720  -0.606153  -0.09
C  -0.169655  4.403962  0.190825  -0.12
C  0.475321  3.463137  0.975849  -0.13
C  0.038170  2.146100  0.953740  -0.19
C  -1.052816  1.673183  0.206048  -0.14
H  -6.116393  2.797241  -1.739008  0.09
H  -5.007865  1.980368  -2.848224  0.09
H  -4.868813  3.733187  -2.598170  0.09
H  -4.728194  1.054544  -0.409816  0.08
H  -4.090305  4.543974  -0.373322  0.09
H  -3.593619  3.341884  0.826689  0.08
H  -5.312955  3.516686  0.408086  0.09
H  -2.706091  2.981509  -2.436489  0.11
H  -2.700934  1.303776  -1.885288  0.12
H  -1.707999  4.711887  -1.260001  0.10
H  0.161459  5.435417  0.175247  0.09
H  1.335244  3.749824  1.572341  0.09
H  0.602938  1.430950  1.539495  0.04

Forces on the atoms, in the same order (eV/Å):
0.31 0.10 0.21
0.08 0.06 0.07
-0.13 0.03 0.00
0.22 0.01 0.07
-0.03 0.40 0.05
-0.06 -0.08 0.02
-0.17 -0.03 -0.02
-0.15 0.02 -0.04
-0.05 -0.17 -0.24
0.28 0.12 0.21
-0.05 -0.05 0.07
0.12 -0.06 -0.12
0.02 -0.03 0.02
0.10 0.01 -0.05
0.05 -0.05 0.01
0.04 0.02 -0.02
-0.15 -0.02 0.06
0.08 0.07 -0.01
-0.03 0.03 0.01
0.05 0.01 -0.02
-0.02 -0.03 0.03
-0.06 0.00 -0.01
0.10 -0.01 -0.06
-0.29 -0.07 0.15
-0.01 0.04 -0.08
0.02 0.02 0.03
0.01 0.01 0.00
-0.02 0.00 -0.02
0.02 0.01 0.03
0.05 -0.06 0.05
0.12 0.03 -0.02
0.00 0.04 0.03
0.00 0.00 -0.01
0.00 0.00 -0.05
0.00 -0.02 0.05
0.00 -0.06 -0.02
0.01 0.03 -0.06
-0.06 -0.08 0.07
-0.01 -0.06 0.04
0.03 -0.02 -0.01
0.05 0.01 -0.02
0.02 0.02 -0.03
-0.04 -0.02 -0.02
0.00 0.03 0.00
0.02 0.04 0.01
0.01 0.02 0.01
-0.02 0.02 0.00
0.02 0.00 0.00
0.02 0.01 -0.03
0.00 0.00 -0.02
-0.04 -0.01 -0.04
-0.05 0.03 0.04
0.01 0.03 0.04
-0.06 -0.14 -0.02
0.00 0.25 -0.02
-0.05 -0.13 -0.06
0.08 0.25 0.13
0.02 -0.08 -0.03
-0.03 -0.39 -0.03
0.30 0.03 0.33
-0.02 0.11 0.13
0.26 0.25 0.08
0.10 -0.28 -0.11
-0.16 -0.07 -0.40
-0.01 0.04 -0.05
0.02 0.00 -0.02
0.00 -0.02 0.01
-0.01 -0.02 -0.03
-0.46 0.20 -0.04
-0.07 -0.19 0.12
-0.03 -0.03 0.15
-0.04 0.20 0.06
0.02 -0.17 -0.01
0.26 0.02 0.05
-0.02 -0.03 -0.07
0.03 0.10 0.02
0.05 0.01 0.03
-0.10 -0.03 0.04
-0.39 -0.05 -0.27
0.00 0.00 0.00
0.01 -0.03 -0.01
0.03 0.02 0.02
-0.26 -0.15 -0.51
-0.01 -0.01 0.03
-0.04 0.03 -0.02
0.00 0.01 -0.01
0.06 0.03 0.03
-0.03 0.02 0.01
0.01 0.01 0.00
0.01 0.03 -0.01
0.03 0.00 0.02
0.07 -0.12 0.08

Output
LUMO level	0.085	Eh
HOMO level	-5.3	eV
total charge	-1

=====

Number 1: energy -39875.528 eV. Number 2: energy -46611.658 eV. Number 3: energy -90026.980 eV.